(1)
The following is a quantum chemistry calculation of 2 unconnected molecules or ions with the total composition C5H10O2, from OMol25.

Kohn-Sham gap (spin up / spin down)   7.74 / 7.74 eV

Structure (ORCA input):
```
! wB97M-V def2-TZVPD RIJCOSX def2/J DEFGRID3
* xyz 0 1
C -2.398 -0.360 -0.100
C -1.156 0.296 -0.685
C 0.135 -0.415 0.093
O 0.744 -1.354 -0.592
C 0.788 0.872 -0.008
C 2.685 -0.171 0.661
O 2.429 -0.422 1.820
H -3.291 -0.012 -0.630
H -2.323 -1.446 -0.183
H -2.510 -0.098 0.958
H -0.987 0.056 -1.735
H -1.270 1.383 -0.598
H -0.209 -0.669 1.110
H 1.998 -0.776 -0.205
H 0.573 1.685 0.684
H 1.118 1.147 -1.009
H 3.676 0.284 0.419
*
```

(2)
The following is a quantum chemistry calculation of a molecular structure, C5H10O2 at a distorted geometry, from OMol25.

Kohn-Sham gap   10.27 eV

Structure (ORCA input):
```
! wB97M-V def2-TZVPD RIJCOSX def2/J DEFGRID3
* xyz 0 1
C -2.008 -0.472 0.762
C -1.100 0.251 -0.279
O -1.108 1.627 -0.021
C 0.220 -0.474 -0.347
C 1.458 0.345 -0.712
C 2.024 -0.246 0.588
O 0.790 -0.909 0.891
H -2.958 0.043 0.934
H -2.191 -1.503 0.455
H -1.503 -0.548 1.748
H -1.148 0.371 -1.558
H -0.869 1.842 -0.934
H 0.004 -1.322 -1.014
H 1.952 0.062 -1.642
H 1.301 1.427 -0.685
H 2.294 0.471 1.369
H 2.839 -0.965 0.446
*
```

(3)
The following is a quantum chemistry calculation of a single C5H10O2 molecule, from OMol25.

SMILES   OC[C@H]1CCCO1
Kohn-Sham gap   10.72 eV

Structure (ORCA input):
```
! wB97M-V def2-TZVPD RIJCOSX def2/J DEFGRID3
* xyz 0 1
O -2.014 1.593 1.392
C -0.663 1.598 0.971
C -0.459 0.462 -0.015
C 0.790 0.378 -0.890
C 0.835 -1.129 -1.163
C 0.445 -1.688 0.203
O -0.487 -0.756 0.742
H -2.210 0.680 1.648
H 0.017 1.483 1.828
H -0.479 2.573 0.507
H -1.349 0.492 -0.661
H 1.695 0.700 -0.359
H 0.694 0.977 -1.801
H 1.801 -1.496 -1.520
H 0.072 -1.395 -1.904
H 1.324 -1.759 0.861
H -0.029 -2.674 0.158
*
```

(4)
The following is a quantum chemistry calculation of a molecular structure, C5H10O2, from OMol25.

Kohn-Sham gap   8.87 eV

Structure (ORCA input):
```
! wB97M-V def2-TZVPD RIJCOSX def2/J DEFGRID3
* xyz 0 1
C 2.137 1.176 -0.314
O 0.865 0.862 0.210
C 0.125 -0.763 -0.445
C 0.333 -1.411 0.802
O -1.070 -1.406 1.154
C -1.344 -0.754 -0.101
C -2.109 0.542 0.031
H 2.769 0.277 -0.413
H 2.022 1.639 -1.300
H 2.651 1.886 0.344
H 0.617 -0.783 -1.413
H 0.869 -0.078 0.993
H 0.907 -2.309 1.023
H -1.863 -1.461 -0.766
H -2.297 0.983 -0.954
H -3.071 0.347 0.516
H -1.540 1.253 0.632
*
```

(5)
The following is a quantum chemistry calculation of 2 unconnected molecules or ions with the total composition C5H10O2 at a distorted geometry, from OMol25.

SMILES   CC(=O)O.C=CC
Kohn-Sham gap   10.65 eV

Structure (ORCA input):
```
! wB97M-V def2-TZVPD RIJCOSX def2/J DEFGRID3
* xyz 0 1
C 1.869 0.437 0.715
C 2.674 0.004 -0.450
O 2.944 0.758 -1.336
O 3.061 -1.270 -0.446
H 2.326 1.243 1.365
H 0.975 0.887 0.420
H 1.536 -0.329 1.367
H 3.318 -1.626 -1.288
C -1.462 0.493 1.056
C -1.537 0.133 -0.202
C -2.832 -0.380 -0.803
H -0.642 0.818 1.676
H -2.212 0.108 1.670
H -0.604 0.255 -0.931
H -2.796 -0.666 -1.824
H -3.549 0.366 -0.797
H -3.069 -1.230 -0.192
*
```

(6)
The following is a quantum chemistry calculation of a molecular structure, C5H10O2, from OMol25.

Kohn-Sham gap   9.18 eV

Structure (ORCA input):
```
! wB97M-V def2-TZVPD RIJCOSX def2/J DEFGRID3
* xyz 0 1
O 1.861 -0.288 1.436
C 1.872 -0.414 0.024
C 0.522 -0.921 -0.451
C -0.635 -0.107 -0.009
C -2.086 -0.107 -0.415
O -2.405 0.431 0.907
C -1.049 0.357 1.165
H 2.710 0.105 1.670
H 2.655 -1.121 -0.282
H 2.075 0.554 -0.448
H 0.360 -1.923 -0.039
H 0.525 -1.013 -1.540
H -0.276 1.911 -0.798
H -2.518 -1.101 -0.568
H -2.441 0.588 -1.184
H -0.521 2.606 -0.767
H -0.631 0.587 2.137
*
```

(7)
The following is a quantum chemistry calculation of a single C5H10O2 molecule, from OMol25.

SMILES   COC[C@H]1C[C@H]1O
Kohn-Sham gap   10.28 eV

Structure (ORCA input):
```
! wB97M-V def2-TZVPD RIJCOSX def2/J DEFGRID3
* xyz 0 1
C -1.197 -1.667 0.420
O -1.478 -0.383 -0.155
C -0.589 0.024 -1.193
C 0.802 0.442 -0.714
C 1.085 1.734 0.036
C 1.173 0.433 0.757
O 0.220 0.179 1.739
H -1.701 -2.452 -0.146
H -1.591 -1.640 1.441
H -0.122 -1.878 0.467
H -0.494 -0.792 -1.926
H -1.103 0.858 -1.680
H 1.595 0.166 -1.408
H 1.987 2.298 -0.180
H 0.232 2.346 0.324
H 2.135 0.012 1.036
H -0.643 0.281 1.288
*
```

(8)
The following is a quantum chemistry calculation of a molecular structure, C5H10O2 at a distorted geometry, from OMol25.

Kohn-Sham gap   3.40 eV

Structure (ORCA input):
```
! wB97M-V def2-TZVPD RIJCOSX def2/J DEFGRID3
* xyz 0 1
C 0.598 -0.176 0.881
C -4.087 -0.526 -0.860
C -2.830 -0.487 -0.590
O 3.868 0.882 0.941
C -1.529 -0.242 -0.378
C -0.868 -0.070 0.837
H 0.830 -1.246 0.893
H 1.032 0.359 0.023
H 0.923 0.378 1.764
H -4.594 0.430 -0.956
H -4.664 -1.438 -0.942
H 4.354 0.081 1.156
H -0.885 -0.276 -1.258
H -1.386 -0.282 1.771
H 3.051 0.994 -1.999
H 3.513 0.770 -0.154
O 2.672 0.848 -1.130
*
```

(9)
The following is a quantum chemistry calculation of a single C5H10O2 molecule, from OMol25.

SMILES   C[C@@H]1[C@H](O)C[C@@H]1O
Kohn-Sham gap   10.57 eV

Structure (ORCA input):
```
! wB97M-V def2-TZVPD RIJCOSX def2/J DEFGRID3
* xyz 0 1
C -1.737 -0.548 -0.365
C -0.656 0.172 0.447
C 0.351 1.225 -0.130
O 0.285 1.726 -1.445
C 1.506 0.224 0.031
C 0.573 -0.737 0.788
O 0.464 -2.016 0.198
H -2.657 0.038 -0.473
H -2.014 -1.443 0.206
H -1.401 -0.896 -1.345
H -1.131 0.566 1.356
H 0.454 2.047 0.592
H -0.322 2.475 -1.493
H 2.419 0.559 0.537
H 1.742 -0.184 -0.959
H 0.771 -0.825 1.869
H 1.356 -2.385 0.185
*
```

(10)
The following is a quantum chemistry calculation of 2 unconnected molecules or ions with the total composition C5H10O2 at a distorted geometry, from OMol25.

Kohn-Sham gap (spin up / spin down)   7.94 / 9.39 eV

Structure (ORCA input):
```
! wB97M-V def2-TZVPD RIJCOSX def2/J DEFGRID3
* xyz 0 1
C 2.027 -0.030 -0.708
C 0.818 0.321 0.166
O 0.062 1.256 -0.596
C -1.259 1.354 -0.085
C -1.525 0.001 0.586
C -0.271 -0.826 0.466
O -0.046 -1.939 -0.262
H 2.606 0.876 -0.928
H 1.732 -0.431 -1.687
H 2.698 -0.732 -0.205
H 1.177 0.802 1.085
H -1.936 1.551 -0.918
H -1.330 2.191 0.628
H -1.720 0.135 1.651
H -2.318 -0.656 0.218
H -1.504 -2.002 1.338
H 0.789 -1.871 -0.747
*
```

(11)
The following is a quantum chemistry calculation of a single C5H10O2 molecule, from OMol25.

SMILES   C/C=C/OOCC
Kohn-Sham gap   9.86 eV

Structure (ORCA input):
```
! wB97M-V def2-TZVPD RIJCOSX def2/J DEFGRID3
* xyz 0 1
C 1.850 1.207 2.197
C 0.841 1.340 1.111
C 1.003 0.945 -0.145
O -0.091 0.665 -0.941
O -1.000 -0.013 -0.018
C -1.891 -0.850 -0.717
C -1.255 -1.896 -1.598
H 1.945 2.115 2.796
H 1.486 0.411 2.859
H 2.833 0.901 1.830
H -0.174 1.578 1.414
H 1.966 0.709 -0.599
H -2.622 -0.263 -1.285
H -2.416 -1.353 0.105
H -0.462 -2.430 -1.068
H -2.040 -2.610 -1.864
H -0.850 -1.445 -2.504
*
```

(12)
The following is a quantum chemistry calculation of a single C5H10O2 molecule at a distorted geometry, from OMol25.

SMILES   COCC/C=C/O
Kohn-Sham gap   8.84 eV

Structure (ORCA input):
```
! wB97M-V def2-TZVPD RIJCOSX def2/J DEFGRID3
* xyz 0 1
C -0.547 -0.903 -1.349
O -1.632 -0.758 -0.445
C -1.819 0.546 0.047
C -0.451 1.156 0.310
C 0.626 0.407 1.060
C 1.513 -0.546 0.665
O 2.824 -0.300 0.954
H 0.555 -0.625 -0.979
H -0.765 -0.355 -2.280
H -0.524 -1.978 -1.541
H -2.351 1.195 -0.678
H -2.447 0.478 0.944
H -0.569 2.147 0.760
H -0.041 1.318 -0.697
H 0.978 0.894 1.960
H 1.301 -1.579 0.408
H 3.351 -1.099 0.863
*
```

Calculated values (kcal/mol) of energy above the lowest of the compared OMol25 structures with the same formula, charge and spin for the records, taken in order: 143.3, 81.5, 32.8, 136.6, 51.0, 99.8, 66.2, 174.4, 46.9, 142.5, 111.4, 97.3.